This record from OMol25 describes a 3-piece molecular cluster, C22H53BN8O4P2 overall in a non-equilibrium geometry. The level of theory is ωB97M-V with the def2-TZVPD basis set.

As for the SMILES: CCOB(O)[C@@H](C#N)[C@H](C#N)CC(C)C.CN(C)P(=O)(N(C)C)N(C)C.CN(C)P(=O)(N(C)C)N(C)C. The spin multiplicity is 1. For the energy above the lowest of the compared OMol25 structures with the same formula, charge and spin, the calculation gives 3.547 eV. Its frontier orbital gap is 7.330 eV.

XYZ file:
```
90
C22H53BN8O4P2 (ωB97M-V with the def2-TZVPD basis set)
C -3.6330 -0.8798 -0.9480
C -2.3517 -1.8068 -0.8527
O -2.8355 -3.1744 -0.8103
B -2.8036 -3.7453 0.4628
O -2.2986 -5.0709 0.5517
C -3.3372 -3.0493 1.8246
C -4.0811 -4.1512 2.6074
N -4.4204 -4.9204 3.3856
C -2.2163 -2.3291 2.6794
C -0.8422 -2.8803 2.2115
N 0.2819 -3.0993 2.1647
C -2.4074 -2.4067 4.2325
C -1.7559 -1.2252 5.0266
C -0.2398 -0.9822 4.7025
C -1.8207 -1.6501 6.5703
H -3.3025 0.0542 -1.4715
H -4.3951 -1.4254 -1.5583
H -4.0430 -0.6560 0.0614
H -1.7659 -1.7105 -1.8029
H -1.6653 -1.5245 -0.0206
H -1.3380 -4.9578 0.4016
H -4.0786 -2.2702 1.5068
H -2.2608 -1.2440 2.3989
H -3.5000 -2.3907 4.4911
H -2.0402 -3.4128 4.5677
H -2.3203 -0.2644 4.9578
H -0.1192 -0.4876 3.7101
H 0.1713 -0.3087 5.4954
H 0.3107 -1.9507 4.7637
H -0.7777 -1.9239 6.8832
H -2.1393 -0.8079 7.2285
H -2.4494 -2.5654 6.7065
O 1.2964 1.5486 3.3499
P 2.3710 2.6185 3.5349
N 1.4590 3.5544 4.6438
C 0.6988 4.7676 4.4649
C 1.3834 3.0553 6.0087
N 2.2804 3.1605 1.8948
C 1.9312 4.4900 1.4401
C 1.7456 2.2038 0.9203
N 3.7527 3.6490 3.7721
C 3.8570 4.9172 4.4598
C 4.8758 3.4235 2.8572
H 1.1212 5.5879 5.0618
H -0.3415 4.6367 4.7842
H 0.6575 5.1213 3.4418
H 2.3515 3.1599 6.5176
H 1.1211 1.9938 6.0211
H 0.6378 3.5841 6.6045
H 0.8460 4.6456 1.4262
H 2.2885 4.6464 0.4163
H 2.4038 5.2772 2.0278
H 0.6496 2.1614 0.9624
H 2.1396 1.2032 1.0899
H 2.0330 2.4814 -0.0977
H 3.3731 5.7296 3.9116
H 4.9042 5.2032 4.5975
H 3.4498 4.8751 5.4703
H 4.7929 4.0302 1.9520
H 4.9365 2.3724 2.5728
H 5.8304 3.6606 3.3387
O 1.0360 -0.5879 -4.1072
P 0.9120 -0.9085 -5.5973
N -0.4547 0.1061 -5.8192
C -1.8620 -0.1981 -5.9126
C -0.1970 1.5361 -5.8976
N 0.5201 -2.5709 -5.3299
C -0.7061 -3.2430 -5.7069
C 0.9700 -3.1486 -4.0597
N 0.9476 -1.2032 -7.3133
C -0.0215 -0.8709 -8.3343
C 1.8773 -2.2465 -7.7567
H -2.2603 0.0812 -6.8979
H -2.4397 0.3533 -5.1615
H -2.1029 -1.2442 -5.7689
H 0.3076 1.7914 -6.8399
H 0.4536 1.8597 -5.0808
H -1.1122 2.1276 -5.8419
H -1.5115 -3.0593 -4.9862
H -0.5495 -4.3266 -5.7399
H -1.0459 -2.9759 -6.7077
H 0.3079 -2.8592 -3.2337
H 1.9846 -2.8361 -3.8179
H 0.9897 -4.2411 -4.1057
H -0.9222 -1.4867 -8.2702
H 0.3970 -1.0189 -9.3345
H -0.3051 0.1815 -8.3096
H 1.4075 -3.2333 -7.7689
H 2.7546 -2.2817 -7.1097
H 2.2541 -2.0374 -8.7636
```

---

This record from OMol25 describes C2H4N2OS in the gas phase in a non-equilibrium geometry. The level of theory is ωB97M-V with the def2-TZVPD basis set.

As for the SMILES: N/N=C\C(O)=S. The spin multiplicity is 1. For the energy above the lowest of the compared OMol25 structures with the same formula, charge and spin, the calculation gives 4.591 eV. Its frontier orbital gap is 7.853 eV.

XYZ file:
```
10
C2H4N2OS (ωB97M-V with the def2-TZVPD basis set)
C 0.6749 -0.6300 -0.6335
C -0.4451 0.0048 -0.0713
H 1.9675 0.0020 1.6661
H 2.9717 1.2934 0.7489
H 0.5726 -1.5482 -1.2931
H 0.5911 1.5719 0.4584
N 1.8840 0.7458 0.8288
N 1.9201 -0.3615 -0.3186
O -0.3996 1.1268 0.5071
S -1.9321 -0.5795 -0.3113
```

---

This record from OMol25 describes a 13-piece molecular cluster, C82H156N6O20 overall in a non-equilibrium geometry. The level of theory is ωB97M-V with the def2-TZVPD basis set.

The spin multiplicity is 1. For the energy above the lowest of the compared OMol25 structures with the same formula, charge and spin, the calculation gives 2.250 eV. Its frontier orbital gap is 7.832 eV.

XYZ file:
```
264
C82H156N6O20 (ωB97M-V with the def2-TZVPD basis set)
C 1.8288 1.1593 -2.5839
C 1.3442 0.8754 -1.1774
C 1.0202 2.2212 -0.4906
C -0.4012 2.6964 -0.5117
C -1.4359 1.5866 -0.3331
C -1.2108 0.4294 -1.3228
N 0.1746 -0.0766 -1.1381
O 0.3180 -1.3445 -1.7076
C -2.2330 -0.6849 -0.8373
C -1.5433 0.9099 -2.7261
C 2.5297 0.1774 -0.4742
H 1.1166 1.8263 -3.0697
H 1.7657 0.2190 -3.1317
H 2.8119 1.6208 -2.6768
H 1.4273 2.1798 0.5197
H 1.5047 3.0341 -1.0316
H -0.6163 3.2543 -1.4230
H -0.4900 3.3932 0.3218
H -2.4205 2.0409 -0.4442
H -1.4162 1.2655 0.7083
H -3.2310 -0.2922 -1.0323
H -2.2221 -1.5618 -1.4847
H -2.1132 -1.1648 0.1340
H -0.8347 1.6437 -3.1101
H -1.6707 0.2445 -3.5800
H -2.5516 1.3147 -2.6394
H 2.3661 0.1521 0.6031
H 3.4360 0.7823 -0.4452
H 2.7577 -0.8062 -0.8848
H 0.1635 -1.9210 -0.9556
C -9.6118 -5.5363 -5.3621
C -9.2946 -6.6435 -4.3554
C -10.5681 -7.1553 -3.6325
C -11.4302 -8.0828 -4.5223
C -10.5886 -9.2617 -5.0449
C -9.3333 -8.8383 -5.8628
N -8.6363 -7.7628 -5.0714
O -7.3700 -7.4556 -5.6270
C -8.4282 -10.0596 -6.0873
C -9.7298 -8.3395 -7.3070
C -8.3700 -6.1215 -3.2184
H -8.6560 -5.3130 -5.8361
H -9.8895 -4.6086 -4.8617
H -10.3438 -5.7538 -6.1398
H -10.4005 -7.6581 -2.6800
H -11.0827 -6.2402 -3.3395
H -11.7065 -7.5069 -5.4055
H -12.3676 -8.3642 -4.0425
H -11.2358 -9.9064 -5.6394
H -10.2461 -9.8795 -4.2147
H -8.1168 -10.4825 -5.1322
H -8.9031 -10.9036 -6.5877
H -7.5026 -9.8612 -6.6277
H -10.0884 -9.2142 -7.8495
H -10.5217 -7.5905 -7.3179
H -8.8214 -8.0385 -7.8288
H -8.1900 -6.9125 -2.4903
H -8.7190 -5.2393 -2.6817
H -7.3775 -5.8545 -3.5813
H -6.7952 -8.0407 -5.1281
C -1.0406 6.6491 9.5813
C -0.0926 7.2724 8.5149
C 0.9685 6.1726 8.0645
C 1.6518 6.3445 6.6990
C 0.5820 6.6230 5.6934
C -0.3795 7.8572 5.9566
N -0.8959 7.7250 7.3680
O -1.8093 8.6497 7.6420
C 0.3449 9.2010 5.6165
C -1.5540 7.6370 4.9627
C 0.7448 8.4423 9.1363
H -0.4882 5.9809 10.2419
H -1.7218 5.9712 9.0670
H -1.4999 7.4828 10.1125
H 1.7519 6.0601 8.8140
H 0.4779 5.2048 8.1685
H 2.2717 5.4784 6.4672
H 2.2421 7.2607 6.7152
H 0.1250 5.6601 5.4655
H 1.1410 6.8265 4.7800
H -0.3307 9.9850 5.9587
H 1.3125 9.3010 6.1082
H 0.5361 9.1362 4.5454
H -1.0788 7.5927 3.9827
H -2.0745 6.7123 5.2118
H -2.2882 8.4412 4.9154
H 1.3167 9.0164 8.4074
H 1.3849 8.1412 9.9657
H 0.0662 9.2226 9.4807
H -2.6217 8.2851 7.2834
C 12.8289 1.6456 -1.7421
C 12.5896 3.2114 -1.7581
C 13.5050 3.7144 -2.8863
C 12.9789 3.4844 -4.2195
C 11.5467 4.1413 -4.3894
C 10.5163 3.7234 -3.3487
N 11.2219 3.6555 -2.0345
O 10.2814 3.1037 -1.1193
C 9.3316 4.8689 -3.3367
C 9.8509 2.3831 -3.7207
C 13.0306 3.8570 -0.4333
H 13.8398 1.6190 -1.3354
H 12.5993 1.1124 -2.6646
H 12.1897 1.2157 -0.9709
H 13.7028 4.7834 -2.8071
H 14.4745 3.2164 -2.8892
H 12.9203 2.4338 -4.5039
H 13.7056 3.9187 -4.9060
H 11.1435 4.0045 -5.3928
H 11.7375 5.2072 -4.2648
H 8.4823 4.5369 -2.7396
H 9.7468 5.7985 -2.9474
H 9.0358 5.1201 -4.3553
H 10.5207 1.5301 -3.6112
H 8.9334 2.1889 -3.1651
H 9.4483 2.4631 -4.7305
H 12.9395 4.9310 -0.5958
H 14.0511 3.5200 -0.2517
H 12.5026 3.7101 0.5089
H 10.2469 2.1745 -1.3583
C 0.0406 -1.7591 5.1939
C 1.2186 -1.9729 6.1893
C 1.9780 -0.5994 6.3523
C 2.8311 -0.4649 7.5948
C 1.9183 -0.7373 8.7728
C 1.2026 -2.0865 8.8115
N 0.6776 -2.4645 7.4602
O -0.0687 -3.5907 7.3513
C 2.2414 -3.1441 9.2308
C 0.1080 -2.0708 9.9156
C 2.2158 -3.0199 5.5828
H -0.6195 -1.0581 5.7048
H -0.5028 -2.6903 5.0336
H 0.4010 -1.3634 4.2444
H 2.7478 -0.5855 5.5807
H 1.3319 0.2775 6.3125
H 3.0757 0.5973 7.5902
H 3.7639 -1.0240 7.5212
H 1.1840 0.0666 8.8236
H 2.5745 -0.6476 9.6385
H 2.5844 -2.9136 10.2394
H 1.8053 -4.1431 9.2285
H 3.1096 -3.2776 8.5854
H -0.6020 -1.2444 9.9469
H -0.5104 -2.9677 9.8819
H 0.6833 -2.1250 10.8398
H 1.7096 -3.9427 5.2993
H 2.8676 -3.3170 6.4044
H 2.8314 -2.6491 4.7632
H -0.9668 -3.3498 7.1127
C -0.5079 -7.1515 1.2259
C 0.3549 -8.3602 1.7922
C 1.7535 -8.0555 1.1655
C 2.8764 -9.0113 1.6650
C 2.8132 -9.0844 3.1824
C 1.4219 -9.2802 3.9517
N 0.4065 -8.4198 3.2354
O -0.8192 -8.4476 3.8630
C 1.0057 -10.7426 3.9489
C 1.5520 -8.8679 5.4230
C -0.2700 -9.6324 1.1519
H -0.0535 -6.1910 1.4688
H -1.5424 -7.0950 1.5645
H -0.5794 -7.2982 0.1482
H 1.7814 -7.9372 0.0823
H 2.1220 -7.0789 1.4796
H 3.8586 -8.6665 1.3420
H 2.7963 -9.9927 1.1976
H 3.4276 -8.2687 3.5635
H 3.4729 -9.9189 3.4203
H -0.0598 -10.9002 3.7815
H 1.5775 -11.2853 3.1961
H 1.2009 -11.2831 4.8751
H 0.7117 -9.2098 6.0272
H 2.4314 -9.3733 5.8221
H 1.7948 -7.8139 5.5579
H 0.5044 -10.3807 1.3205
H -0.3975 -9.6286 0.0694
H -1.1993 -9.9630 1.6159
H -0.7425 -7.6473 4.3876
O -7.5003 2.9759 -8.3626
C -8.1284 2.6394 -7.2704
O -7.6213 1.9174 -6.2781
C -8.6225 1.3431 -5.3935
C -9.7047 2.4123 -5.4699
C -9.4795 3.1584 -6.7306
H -8.2053 1.3046 -4.3872
H -9.0189 0.3612 -5.6522
H -9.5651 3.0375 -4.5880
H -10.7185 2.0120 -5.4666
H -9.3585 4.2189 -6.5094
H -10.2398 2.9636 -7.4869
O 9.0511 -2.3459 0.2024
C 9.3452 -3.4777 0.6084
O 10.1531 -4.2622 -0.0491
C 10.1964 -5.5748 0.5827
C 9.7927 -5.2306 1.9919
C 8.8797 -4.0852 1.9001
H 11.1875 -6.0234 0.6512
H 9.5993 -6.2945 0.0227
H 10.6528 -4.9949 2.6186
H 9.3311 -6.1177 2.4256
H 8.9982 -3.3597 2.7049
H 7.8310 -4.2764 1.6723
O -5.7218 2.0791 4.2949
C -5.9363 1.7998 5.4728
O -6.8291 0.9030 5.9352
C -6.7891 0.7820 7.3173
C -5.4603 1.4217 7.6962
C -5.2239 2.4477 6.6148
H -6.9312 -0.2395 7.6700
H -7.5946 1.4205 7.6801
H -4.6688 0.6856 7.5555
H -5.4731 1.9383 8.6560
H -4.1726 2.5538 6.3471
H -5.5047 3.4705 6.8659
O -3.4386 6.8460 -3.9336
C -4.4272 7.0558 -3.1851
O -4.2707 8.0112 -2.2287
C -5.4842 8.3690 -1.6271
C -6.3271 7.0175 -1.8125
C -5.8482 6.5333 -3.1039
H -6.0055 9.1538 -2.1752
H -5.2533 8.6458 -0.5984
H -7.4123 7.1127 -1.7732
H -6.0281 6.4584 -0.9260
H -6.3497 7.0669 -3.9112
H -5.7911 5.4507 -3.2173
O 3.6152 12.5916 -2.4728
C 3.6338 11.3927 -2.3234
O 3.3236 10.5046 -3.3226
C 3.2881 9.1349 -2.8792
C 3.1268 9.2653 -1.3279
C 3.8700 10.6034 -0.9719
H 4.1432 8.5111 -3.1395
H 2.4308 8.5944 -3.2803
H 3.5587 8.4088 -0.8102
H 2.0612 9.3379 -1.1101
H 4.9464 10.5894 -0.8009
H 3.3451 11.0948 -0.1527
O -2.7466 5.7396 -10.5008
C -1.8210 5.1737 -9.9443
O -0.5475 5.5432 -10.0083
C 0.3598 4.8870 -9.1895
C -0.3077 3.6095 -9.0075
C -1.8076 3.8515 -9.1607
H 0.5413 5.3113 -8.2020
H 1.3134 4.8424 -9.7156
H -0.0978 3.1900 -8.0236
H -0.0208 2.9050 -9.7882
H -2.3997 3.9313 -8.2491
H -2.1584 3.0213 -9.7738
O -2.6216 -4.5260 -11.5863
C -2.8904 -4.0767 -10.5139
O -2.1763 -3.0509 -9.8981
C -2.5110 -2.9139 -8.5672
C -3.9610 -3.4082 -8.5312
C -4.0043 -4.5120 -9.5585
H -2.4118 -1.8332 -8.4656
H -1.8469 -3.3752 -7.8363
H -4.6900 -2.6150 -8.6967
H -4.2110 -3.7984 -7.5447
H -4.9207 -4.6570 -10.1304
H -3.6372 -5.4557 -9.1551
```

---

no.,M (g/mol)
1,566.48
2,104.13
3,1546.17